# 1
Molecular formula: C24H25N3O5S
Method: DFT, ωB97M-V with the def2-TZVPD basis set

Output
- SMILES: CN1C(=O)C(C)(C)c2cc(S(=O)(=O)NCc3ccc(C(=O)NCc4ccco4)cc3)ccc21
- Max |F|: 0.0179 Eh/bohr
- Orbital gap: 8.7 eV
- Electronic energy: -1868.2556 Eh
- Energy above the lowest of the compared OMol25 structures with the same formula, charge and spin: 39.17 kcal/mol
- Spin multiplicity: 1

Each line ends with the natural charge from an NBO analysis.
Geometry (Å):
C 0.48 -1.59 -2.76  -0.43
N 0.17 -0.19 -2.64  -0.42
C 0.67 0.77 -3.49  0.71
O 1.36 0.55 -4.45  -0.60
C 0.18 2.14 -2.99  -0.19
C -0.66 2.81 -4.09  -0.58
C 1.39 3.00 -2.63  -0.58
C -0.64 1.76 -1.79  0.05
C -1.35 2.53 -0.91  -0.21
C -2.02 1.89 0.13  -0.38
S -2.92 2.91 1.28  2.31
O -3.71 3.84 0.53  -0.93
O -3.55 2.10 2.28  -0.95
N -1.76 3.84 2.06  -0.84
C -1.03 3.19 3.13  -0.26
C -0.26 1.98 2.67  -0.03
C -0.58 0.72 3.14  -0.21
C 0.07 -0.40 2.67  -0.19
C 1.06 -0.28 1.71  -0.14
C 1.74 -1.46 1.10  0.67
O 2.11 -1.47 -0.06  -0.65
N 1.95 -2.51 1.93  -0.59
C 2.47 -3.77 1.45  -0.28
C 1.37 -4.75 1.20  0.25
C 0.60 -4.98 0.10  -0.30
C -0.33 -5.98 0.47  -0.31
C -0.06 -6.29 1.76  0.09
O 0.96 -5.54 2.22  -0.40
C 1.39 0.98 1.22  -0.18
C 0.74 2.10 1.71  -0.15
C -2.00 0.52 0.27  -0.10
C -1.28 -0.27 -0.61  -0.28
C -0.59 0.36 -1.64  0.18
H 1.08 -1.91 -1.91  0.24
H 1.06 -1.72 -3.68  0.24
H -0.44 -2.18 -2.83  0.20
H -1.54 2.21 -4.31  0.22
H -0.98 3.79 -3.76  0.21
H -0.06 2.90 -4.99  0.23
H 1.06 3.99 -2.30  0.21
H 2.03 3.11 -3.50  0.23
H 1.96 2.53 -1.83  0.21
H -1.43 3.60 -1.01  0.23
H -1.20 4.34 1.40  0.39
H -1.78 2.89 3.86  0.23
H -0.36 3.93 3.59  0.22
H -1.37 0.62 3.87  0.23
H -0.23 -1.38 3.04  0.21
H 1.60 -2.47 2.87  0.40
H 3.17 -4.18 2.19  0.22
H 2.99 -3.56 0.51  0.26
H 0.69 -4.50 -0.85  0.23
H -1.09 -6.42 -0.15  0.23
H -0.50 -6.98 2.45  0.20
H 2.15 1.06 0.46  0.23
H 1.01 3.08 1.33  0.20
H -2.56 0.08 1.08  0.24
H -1.25 -1.34 -0.50  0.23



# 2
Molecular formula: C30H22F10N7SV
Method: DFT, ωB97M-V with the def2-TZVPD basis set

Output
- Max |F|: 0.0101 Eh/bohr
- Net charge: +2
- Orbital gap: 6.2 eV
- Electronic energy: -3879.9670 Eh
- Spin multiplicity: 1

Each line ends with the Löwdin charge.
Geometry (Å):
V 0.76 0.86 0.01  0.86
C 2.87 3.18 -1.26  -0.07
N 1.68 3.01 -0.38  -0.27
C 0.57 3.80 -0.97  -0.14
C -0.07 2.89 -1.98  -0.13
N -0.35 1.65 -1.24  -0.08
C -1.68 1.19 -1.41  -0.17
C -2.72 1.76 -0.68  -0.16
F -2.42 2.70 0.23  0.12
C -4.03 1.37 -0.84  -0.13
F -4.98 1.91 -0.10  0.16
C -4.34 0.37 -1.76  -0.12
F -5.58 -0.03 -1.91  0.18
C -3.33 -0.20 -2.52  -0.12
F -3.61 -1.15 -3.40  0.16
C -2.01 0.21 -2.35  -0.14
F -1.06 -0.33 -3.10  0.13
C 2.00 3.46 0.98  -0.16
C 0.95 2.96 1.93  -0.14
N 0.82 1.49 1.76  -0.07
C 0.68 0.77 2.98  -0.16
C 0.00 1.32 4.08  -0.15
F -0.61 2.50 3.99  0.12
C -0.13 0.63 5.27  -0.12
F -0.77 1.18 6.28  0.17
C 0.38 -0.66 5.39  -0.11
F 0.25 -1.33 6.51  0.19
C 0.99 -1.25 4.29  -0.12
F 1.44 -2.50 4.37  0.16
C 1.12 -0.55 3.11  -0.15
F 1.65 -1.18 2.06  0.08
H 3.05 4.25 -1.40  0.11
H 3.74 2.72 -0.81  0.05
H 2.69 2.72 -2.23  0.10
H -0.15 4.04 -0.20  0.12
H 0.95 4.72 -1.40  0.15
H -0.99 3.29 -2.38  0.15
H 0.60 2.67 -2.82  0.13
H 2.98 3.05 1.25  0.13
H 2.08 4.55 1.02  0.16
H 1.27 3.17 2.95  0.14
H -0.02 3.44 1.79  0.12
N 4.00 -0.24 -2.43  0.14
C 2.92 -0.29 -1.65  -0.73
S 3.02 0.38 -0.02  0.88
N 1.82 -0.84 -2.09  0.07
N 0.87 -0.83 -1.08  -0.10
C 0.18 -1.89 -0.84  -0.13
C 0.32 -3.18 -1.52  -0.17
C 0.41 -4.34 -0.74  -0.03
C 0.54 -5.57 -1.36  -0.04
C 0.54 -5.65 -2.75  -0.04
C 0.44 -4.50 -3.52  -0.04
C 0.35 -3.26 -2.92  -0.01
C -0.84 -1.66 0.21  -0.17
C -1.84 -2.54 0.53  0.06
C -2.81 -2.14 1.45  0.03
C -2.75 -0.87 1.98  0.02
C -1.71 -0.03 1.60  -0.08
N -0.76 -0.43 0.75  0.03
H 4.88 0.11 -2.08  0.11
H 4.00 -0.76 -3.29  0.13
H 0.41 -4.27 0.34  0.12
H 0.63 -6.46 -0.76  0.12
H 0.63 -6.61 -3.23  0.12
H 0.44 -4.57 -4.60  0.12
H 0.29 -2.36 -3.51  0.10
H -1.88 -3.51 0.06  0.13
H -3.61 -2.81 1.72  0.14
H -3.50 -0.50 2.67  0.13
H -1.65 0.98 1.97  0.12



# 3
Molecular formula: C27H22BrN6O2PdS2
Method: DFT, ωB97M-V with the def2-TZVPD basis set

Output
- Max |F|: 0.0415 Eh/bohr
- Net charge: +1
- Orbital gap (alpha / beta): 8.4 / 7.1 eV
- Electronic energy: -5019.1658 Eh
- Energy above the lowest of the compared OMol25 structures with the same formula, charge and spin: 34.94 kcal/mol
- ⟨S²⟩: 2.007
- Spin multiplicity: 3

Each line ends with the Löwdin spin population.
Geometry (Å):
Pd 0.37 0.55 -0.11  1.38
C 1.39 1.36 -7.09  0.00
C 0.84 1.54 -5.71  0.00
C 0.14 2.70 -5.39  0.00
C -0.46 2.85 -4.15  0.00
C -0.35 1.83 -3.22  0.00
C 0.38 0.68 -3.50  0.00
C 0.97 0.55 -4.74  0.00
S -1.27 1.96 -1.71  0.00
O -0.43 2.59 -0.68  0.10
O -2.49 2.66 -1.98  0.03
N -1.46 0.42 -1.25  0.16
C -2.23 0.22 -0.14  0.02
C -3.55 0.67 0.02  0.01
C -4.20 0.38 1.20  0.00
C -3.54 -0.35 2.19  0.01
C -2.24 -0.75 1.95  0.01
N -1.59 -0.46 0.83  0.10
H 1.49 2.32 -7.60  0.00
H 0.72 0.73 -7.67  0.00
H 2.37 0.89 -7.06  0.00
H 0.04 3.48 -6.13  0.00
H -1.03 3.73 -3.90  0.00
H 0.42 -0.11 -2.75  0.00
H 1.52 -0.35 -4.98  0.00
H -4.02 1.22 -0.78  0.00
H -5.21 0.72 1.36  0.00
H -4.04 -0.62 3.10  0.00
H -1.69 -1.35 2.67  0.00
N 1.53 -1.62 3.30  0.00
C 1.70 -2.73 2.51  0.00
C 2.03 -4.04 2.80  0.00
C 2.09 -4.91 1.73  0.00
C 1.83 -4.50 0.42  0.00
C 1.49 -3.20 0.13  0.00
C 1.43 -2.30 1.19  0.00
N 1.16 -0.95 1.22  0.07
C 1.20 -0.58 2.49  0.01
C 0.88 0.75 2.96  0.00
C 0.69 1.17 4.25  0.00
S 0.26 2.83 4.29  0.00
C 0.36 2.85 2.57  0.00
N 0.68 1.73 2.03  0.03
H 1.68 -1.57 4.30  0.00
H 2.22 -4.35 3.81  0.00
H 2.36 -5.94 1.92  0.00
H 1.91 -5.23 -0.37  0.00
H 1.27 -2.87 -0.88  0.00
H 0.76 0.61 5.16  0.00
H 0.16 3.75 2.01  0.00
Br 3.94 -0.96 -0.25  0.00
C 3.49 0.46 -1.42  0.01
C 4.28 0.64 -2.55  0.00
C 4.07 1.77 -3.31  0.00
C 3.13 2.70 -2.88  0.00
C 2.36 2.40 -1.76  0.00
N 2.51 1.28 -1.06  0.05
H 5.04 -0.08 -2.80  0.00
H 4.66 1.95 -4.20  0.00
H 2.99 3.62 -3.40  0.00
H 1.62 3.10 -1.39  0.00



# 4
Molecular formula: C37H40Cl2FN6O4S2Ti
Method: DFT, ωB97M-V with the def2-TZVPD basis set

Output
- Max |F|: 0.0616 Eh/bohr
- Net charge: +1
- Orbital gap (alpha / beta): 7.2 / 7.2 eV
- Electronic energy: -4729.3562 Eh
- Energy above the lowest of the compared OMol25 structures with the same formula, charge and spin: 18.59 kcal/mol
- Spin multiplicity: 1

Each line ends with the Löwdin charge.
Geometry (Å):
Ti 8.96 10.43 11.73  1.17
C 6.21 6.76 10.54  -0.01
C 7.21 7.91 10.37  -0.28
N 8.00 8.30 11.30  0.01
N 8.01 7.42 12.43  -0.03
C 8.53 6.12 12.17  -0.98
N 8.38 5.37 13.31  0.08
S 9.29 5.60 10.89  0.78
C 7.32 8.53 9.03  -0.23
C 6.71 7.98 7.92  0.01
C 7.07 8.47 6.66  -0.04
C 7.90 9.55 6.48  -0.01
C 8.48 9.99 7.66  -0.13
N 8.22 9.50 8.87  0.13
H 6.04 6.63 11.60  0.08
H 5.28 6.98 9.97  0.10
H 6.59 5.86 10.07  0.08
H 8.52 7.88 13.21  0.10
H 7.82 5.66 14.11  0.12
H 8.73 4.41 13.29  0.11
H 5.96 7.24 7.86  0.11
H 6.63 7.95 5.84  0.11
H 8.17 10.04 5.51  0.14
H 9.26 10.69 7.68  0.08
C 12.33 13.31 11.76  -0.02
C 11.75 12.91 13.17  -0.33
C 12.19 13.93 14.26  -0.03
C 12.21 11.52 13.47  -0.17
C 13.56 11.35 13.56  -0.05
C 14.11 10.16 14.03  -0.06
C 13.30 9.13 14.35  -0.06
C 11.93 9.17 14.08  -0.14
C 11.09 7.90 14.33  -0.35
C 11.80 6.56 14.11  -0.07
C 10.59 8.00 15.78  -0.04
C 11.39 10.38 13.67  -0.16
N 9.95 10.47 13.46  -0.03
C 9.29 10.71 14.64  -0.28
C 9.79 11.39 15.73  -0.01
C 9.00 11.56 16.84  -0.09
C 7.69 11.21 16.95  -0.06
C 7.05 10.62 15.81  0.02
C 7.92 10.39 14.79  -0.17
F 7.47 9.84 13.55  -0.05
H 12.26 14.36 11.62  0.06
H 11.96 12.71 10.89  0.08
H 13.40 13.10 11.76  0.07
H 10.67 12.93 13.14  0.09
H 13.20 13.66 14.67  0.10
H 11.46 13.99 15.07  0.07
H 12.18 14.91 13.82  0.06
H 14.24 12.13 13.22  0.12
H 15.19 10.07 14.02  0.12
H 13.77 8.26 14.72  0.11
H 10.25 7.97 13.62  0.09
H 12.53 6.30 14.88  0.08
H 12.30 6.54 13.14  0.08
H 11.06 5.73 14.12  0.07
H 9.74 8.73 15.99  0.09
H 11.42 8.25 16.39  0.08
H 10.19 6.99 16.06  0.09
H 10.76 11.86 15.80  0.12
H 9.53 11.97 17.71  0.13
H 7.10 11.46 17.81  0.10
H 5.94 10.43 15.71  0.15
S 4.36 11.02 10.30  1.15
C 5.78 10.46 11.08  -0.44
N 6.89 10.99 10.72  -0.02
C 6.66 11.88 9.63  -0.25
C 7.62 12.52 8.86  -0.04
C 7.20 13.31 7.81  -0.03
C 5.84 13.48 7.55  -0.05
C 4.87 12.86 8.30  -0.07
C 5.29 11.98 9.27  -0.48
H 5.66 9.80 11.87  0.07
H 8.64 12.45 9.10  0.07
H 7.98 13.70 7.18  0.12
H 5.49 14.11 6.76  0.11
H 3.86 12.94 8.08  0.10
C 9.08 14.80 11.48  0.02
O 9.29 13.53 10.80  -0.06
C 8.98 12.47 11.47  -0.50
O 8.29 12.44 12.46  0.03
H 9.31 15.60 10.75  0.12
H 8.05 14.84 11.81  0.10
H 9.74 14.96 12.32  0.08
Cl 12.02 8.63 8.02  0.59
C 12.40 9.77 9.39  -0.88
Cl 13.06 8.77 10.74  0.65
C 11.12 10.53 9.73  -0.62
O 10.71 11.45 9.02  0.06
O 10.47 10.03 10.78  -0.19
H 13.18 10.34 8.93  0.06